# 1
The following is a DFT calculation (ωB97M-V with the def2-TZVPD basis set) of C43H32F2IrN4OS as an isolated structure.

Results
Highest occupied orbital energy (eV): -9.757
Total charge: +1
LUMO level (Ha): -0.1105
Energy relative to the best compared isomer or geometry (same formula, charge and spin) (kJ/mol): 0.0
HOMO-LUMO gap (eV): 6.8

Last column: Löwdin charge in e.
Geometry (Å):
Ir: -0.907979 1.639472 -0.400080  1.368
C: -4.714950 3.431307 0.717303  -0.023
C: -3.717063 2.488457 0.436723  -0.080
N: -2.518760 2.835719 0.015076  -0.045
C: -2.210374 4.165012 -0.155026  -0.133
C: -3.172246 5.163549 0.071579  -0.146
C: -4.444383 4.756873 0.530846  0.020
C: -2.836942 6.513008 -0.184042  -0.031
C: -1.597806 6.805762 -0.672557  -0.055
C: -0.626414 5.806943 -0.891634  -0.001
C: -0.886500 4.484317 -0.601380  -0.199
N: -0.054644 3.384386 -0.749055  -0.097
C: 1.328378 3.348045 -0.841344  -0.215
C: 2.227274 4.392123 -0.782022  -0.001
C: 3.611852 4.168735 -0.921638  -0.057
C: 4.118021 2.918540 -1.121560  -0.032
C: 3.237387 1.812755 -1.138405  -0.148
C: 3.681026 0.480897 -1.306117  0.023
C: 2.778808 -0.539207 -1.284286  -0.034
C: 1.418817 -0.261584 -1.056298  -0.079
N: 0.973070 0.968206 -0.896786  -0.042
C: 1.860891 2.025254 -0.967083  -0.141
H: -5.678754 3.091947 1.067550  0.116
H: -3.901623 1.429132 0.556861  0.114
H: -5.198111 5.509388 0.726245  0.129
H: -3.572561 7.286391 -0.009647  0.118
H: -1.339165 7.830449 -0.904110  0.115
H: 0.313802 6.102813 -1.325676  0.097
H: 1.893315 5.400746 -0.608435  0.091
H: 4.277135 5.020557 -0.874370  0.114
H: 5.179351 2.752227 -1.247940  0.117
H: 4.737713 0.292015 -1.451567  0.128
H: 3.076836 -1.568736 -1.430262  0.105
H: 0.732483 -1.099980 -1.002452  0.080
F: 0.935966 2.595592 4.469245  0.089
C: 0.184208 1.817073 3.681094  -0.267
C: 0.134462 2.095571 2.327083  -0.002
C: -0.648757 1.283216 1.520221  -0.202
C: -1.351511 0.191343 2.060231  -0.111
C: -1.275223 -0.012516 3.434030  -0.226
F: -1.968397 -1.014643 3.999857  0.082
C: -0.517300 0.780905 4.267146  0.066
C: -2.114948 -0.603217 1.098728  -0.205
C: -2.930730 -1.696040 1.371692  0.019
C: -3.646045 -2.279125 0.342439  -0.042
C: -3.523318 -1.782116 -0.946564  -0.054
C: -2.668991 -0.721240 -1.157505  -0.127
N: -1.994879 -0.135034 -0.164601  -0.078
H: 0.688849 2.938404 1.935992  0.115
H: -0.477829 0.599953 5.331202  0.140
H: -3.009797 -2.068377 2.379579  0.116
H: -4.300802 -3.115452 0.548944  0.120
H: -4.063322 -2.212132 -1.777548  0.115
H: -2.510996 -0.307643 -2.145245  0.118
O: -0.527137 -2.654919 -0.862188  -0.535
S: -0.578361 -4.137000 -0.677138  0.972
C: 0.886270 -4.578320 0.301743  -0.279
C: 0.845663 -3.885787 1.630276  -0.286
C: 1.460619 -2.646994 1.782754  -0.033
C: 1.436874 -1.995168 3.005793  -0.070
C: 0.793893 -2.578713 4.088526  -0.088
C: 0.167712 -3.808062 3.941598  -0.068
C: 0.192418 -4.457992 2.716590  -0.040
C: -0.040328 -4.878873 -2.261168  -0.276
C: 1.137158 -4.191849 -2.877904  -0.286
C: 0.958348 -3.004807 -3.585527  -0.048
C: 2.039295 -2.365372 -4.171640  -0.082
C: 3.314839 -2.901484 -4.052588  -0.090
C: 3.504472 -4.078620 -3.343101  -0.073
C: 2.420003 -4.719865 -2.759615  -0.053
H: 1.763144 -4.283875 -0.275986  0.088
H: 0.861813 -5.665340 0.405277  0.107
H: 1.975343 -2.200206 0.940658  0.097
H: 1.923519 -1.033550 3.114401  0.110
H: 0.782878 -2.077893 5.047884  0.108
H: -0.331691 -4.266801 4.784768  0.110
H: -0.287233 -5.424200 2.607850  0.117
H: -0.923128 -4.807033 -2.897217  0.096
H: 0.145419 -5.934599 -2.056117  0.101
H: -0.037076 -2.590042 -3.683956  0.116
H: 1.885938 -1.450849 -4.730183  0.110
H: 4.156789 -2.409252 -4.521768  0.108
H: 4.493426 -4.509460 -3.257615  0.109
H: 2.570623 -5.653124 -2.228870  0.118

Force components x, y, z for each atom (eV/Å):
0.0 0.1 0.0
0.0 0.0 0.0
0.0 0.0 0.0
0.0 0.0 0.0
0.0 0.0 0.0
0.0 0.0 0.0
0.0 0.0 0.0
0.0 0.0 0.0
0.0 0.0 0.0
0.0 0.0 0.0
0.0 0.0 0.0
0.0 0.0 0.0
0.0 0.0 0.0
0.0 0.0 0.0
0.0 0.0 0.0
0.0 0.0 0.0
0.0 0.0 0.0
0.0 0.0 0.0
0.0 0.0 0.0
0.2 -0.2 0.0
0.0 0.0 0.0
0.0 0.0 0.0
0.0 0.0 0.0
0.0 0.0 0.0
0.0 0.0 0.0
0.0 0.0 0.0
0.0 0.0 0.0
0.0 0.0 0.0
0.0 0.0 0.0
0.0 0.0 0.0
0.0 0.0 0.0
0.0 0.0 0.0
0.0 0.0 0.0
-0.3 0.2 0.1
0.0 0.0 0.0
0.0 0.0 0.0
0.0 0.0 0.0
0.0 0.0 0.0
0.0 0.0 0.0
0.0 0.0 0.0
0.0 0.0 0.0
0.0 0.0 0.0
0.0 0.0 0.0
0.0 0.0 0.0
0.0 0.0 0.0
0.0 0.0 0.0
0.0 0.0 0.0
0.0 0.0 0.0
0.0 0.0 0.0
0.0 0.0 0.0
0.0 0.0 0.0
0.0 0.0 0.0
0.0 0.0 0.0
0.0 0.0 0.0
0.0 -0.1 0.0
0.1 0.0 0.0
0.0 0.0 0.0
0.0 0.0 0.0
0.0 0.0 0.0
0.0 0.0 0.0
0.0 0.0 0.0
0.0 0.0 0.0
0.0 0.0 0.0
0.0 0.0 0.0
0.0 0.0 0.0
0.0 0.0 0.0
0.0 0.0 0.0
0.0 0.0 0.0
0.0 0.0 0.0
0.0 0.0 0.0
0.0 0.0 0.0
0.0 0.0 0.0
0.0 0.0 0.0
0.0 0.0 0.0
0.0 0.0 0.0
0.0 0.0 0.0
0.0 0.0 0.0
0.0 0.0 0.0
0.0 0.0 0.0
0.0 0.0 0.0
0.0 0.0 0.0
0.0 0.0 0.0
0.0 0.0 0.0
0.0 0.0 0.0

# 2
The following is a DFT calculation (ωB97M-V with the def2-TZVPD basis set) of C26H36Cl2LiN4O3S as an isolated structure at a distorted geometry.

Results
Highest occupied orbital energy (eV): -2.483
Total charge: -1
LUMO level (Ha): 0.0831
HOMO-LUMO gap (eV): 4.7

Last column: Löwdin charge in e.
Geometry (Å):
Li: -0.546625 0.992109 -0.231066  0.451
N: 0.069337 2.061921 2.679526  0.108
C: -1.265637 1.999403 2.351258  -0.330
C: -2.189643 1.976645 3.409938  -0.021
C: -3.535656 1.895695 3.123531  -0.064
C: -3.932756 1.884589 1.790427  -0.061
C: -2.951721 1.956285 0.821629  -0.141
N: -1.651375 2.018971 1.081897  0.092
C: 1.173096 1.634071 1.962899  -0.346
C: 2.336291 1.357936 2.685666  -0.021
C: 3.473072 0.955371 2.004344  -0.056
C: 3.410043 0.840743 0.623568  -0.072
C: 2.211701 1.127498 -0.001175  -0.170
N: 1.122747 1.560445 0.639609  0.069
H: 0.220872 1.966923 3.676021  0.124
H: -1.844879 1.986259 4.434607  0.107
H: -4.264281 1.836559 3.919986  0.104
H: -4.973026 1.807995 1.519008  0.101
H: -3.201237 1.972714 -0.226499  0.089
H: 2.340471 1.425020 3.763480  0.106
H: 4.383520 0.732811 2.542724  0.105
H: 4.267961 0.524849 0.048468  0.101
H: 2.120795 1.083631 -1.076626  0.086
C: 0.731664 4.818939 0.102942  -0.114
O: -0.298677 4.312682 -0.700788  -0.194
C: 0.116406 3.874874 -1.971600  -0.200
C: -0.956545 2.917123 -2.495445  -0.182
O: -0.762921 1.613673 -2.024475  -0.283
C: -0.134512 0.735306 -2.921626  -0.107
H: 1.198793 5.701721 -0.362191  0.086
H: 1.494155 4.058080 0.295402  0.073
H: 0.264017 5.096371 1.045793  0.090
H: 1.076429 3.347539 -1.899570  0.121
H: 0.233429 4.743284 -2.647314  0.126
H: -0.986477 2.933092 -3.591298  0.126
H: -1.913788 3.264867 -2.097310  0.130
H: -0.786161 0.534060 -3.780328  0.099
H: 0.024895 -0.182788 -2.362197  0.050
H: 0.824887 1.124568 -3.281141  0.092
C: 4.247778 -1.912267 -3.171044  -0.133
C: 2.875903 -1.678065 -2.528108  -0.347
C: 2.718270 -2.302071 -1.158841  -0.339
S: 1.023165 -1.647697 -0.303109  0.787
O: 1.252825 -2.260094 1.009972  -0.565
C: 0.028554 -2.881515 -1.323211  -0.305
C: -0.481648 -4.032458 -0.479846  -0.283
C: 0.616834 -5.040607 -0.171586  -0.123
H: 4.300677 -1.436477 -4.152049  0.054
H: 4.427482 -2.979027 -3.298863  0.063
H: 5.040462 -1.505776 -2.543234  0.059
H: 2.108951 -2.067120 -3.207016  0.093
H: 2.710456 -0.599163 -2.436931  0.071
H: 3.481684 -1.933909 -0.473648  0.050
H: 2.771192 -3.387790 -1.188961  0.054
H: 0.646097 -3.245017 -2.141077  0.063
H: -0.800997 -2.306372 -1.725450  0.046
H: -1.311265 -4.530490 -0.998726  0.107
H: -0.871730 -3.625906 0.454741  0.093
H: 1.064476 -5.414176 -1.095164  0.065
H: 0.218563 -5.885578 0.389674  0.061
H: 1.375637 -4.546444 0.428125  0.054
Cl: -3.247115 -0.692442 -1.431902  0.669
C: -3.040416 -1.309031 0.175762  -0.618
C: -4.139788 -1.792375 0.834112  -0.172
C: -4.012252 -2.209263 2.153277  -0.155
C: -2.787570 -2.031703 2.789980  -0.168
C: -1.712643 -1.510421 2.117306  -0.586
Cl: -0.318357 -1.071542 3.054367  0.736
C: -1.715514 -1.177328 0.720677  -0.552
N: -0.730276 -0.759235 -0.011871  -0.298
H: -5.096596 -1.839184 0.325892  0.087
H: -4.857122 -2.609164 2.693488  0.072
H: -2.684378 -2.272124 3.841189  0.086

Force components x, y, z for each atom (eV/Å):
-0.1 0.6 -0.1
0.4 0.1 0.6
-0.8 0.2 0.0
-0.1 0.0 -0.1
0.3 0.1 -0.2
0.0 0.0 0.0
-0.4 0.1 0.2
0.3 -0.1 0.3
0.3 0.1 -0.2
0.4 -0.2 -0.1
-0.5 0.2 0.0
0.2 -0.1 -0.1
0.2 0.3 0.0
0.2 -0.1 0.2
-0.1 0.0 -0.3
0.1 -0.1 0.0
0.0 0.0 0.0
-0.1 0.0 -0.1
-0.2 -0.1 -0.2
-0.1 0.0 0.1
0.0 0.0 0.0
0.0 -0.1 -0.1
0.1 -0.1 -0.1
0.0 0.1 0.0
-0.2 -0.1 -0.1
-0.2 0.0 -0.1
0.2 0.6 0.0
-0.1 0.2 0.2
0.0 -0.4 -0.3
0.0 -0.1 0.1
0.0 0.0 0.0
0.1 0.1 0.0
0.0 0.0 -0.1
0.0 -0.2 0.1
0.0 0.0 0.1
0.0 0.0 -0.1
0.0 0.0 0.0
0.0 -0.1 -0.1
0.0 0.1 0.0
-0.3 0.1 0.0
0.3 -0.2 0.1
-0.3 0.0 0.2
0.4 -0.3 -2.5
0.3 -0.5 1.4
0.0 0.6 -0.1
0.1 0.0 0.1
-0.2 0.0 0.1
0.1 0.0 -0.1
0.1 -0.1 0.0
0.1 0.0 0.0
-0.1 0.1 0.0
-0.1 0.1 -0.1
0.2 0.0 0.1
0.1 -0.2 0.0
0.2 -0.1 -0.1
0.0 0.0 0.0
0.0 0.1 0.0
-0.1 -0.1 0.0
0.1 -0.1 0.0
0.0 -0.1 0.1
0.2 -0.1 0.0
-0.3 0.1 -0.7
-0.3 0.0 0.3
-0.1 -0.1 0.1
-0.2 -0.1 0.2
-0.2 -0.1 0.1
-0.1 0.0 0.1
0.2 0.0 0.5
-0.3 -0.3 -0.1
0.0 0.0 0.6
0.0 0.0 0.0
-0.1 -0.1 0.0
0.0 0.0 0.0